{
  "formula": "C41H36BBiN10PS2",
  "method": "ωB97M-V/def2-TZVPD",
  "elements": ["Bi", "C", "C", "N", "N", "C", "B", "N", "C", "C", "C", "N", "N", "C", "C", "C", "N", "H", "H", "H", "H", "H", "H", "H", "H", "H", "H", "S", "C", "C", "C", "C", "N", "C", "C", "C", "S", "C", "N", "H", "H", "C", "C", "C", "C", "C", "C", "P", "C", "C", "C", "C", "C", "C", "C", "C", "C", "C", "C", "C", "H", "H", "H", "H", "H", "H", "H", "H", "H", "H", "H", "H", "H", "H", "N", "C", "N", "C", "C", "C", "C", "C", "H", "H", "H", "H", "H", "H", "H", "H", "H", "H"],
  "coordinates": [[13.343, -18.032, 1.873], [10.672, -18.100, 5.893], [11.727, -18.705, 5.196], [11.431, -18.793, 3.871], [10.184, -18.177, 3.683], [9.710, -17.766, 4.918], [9.404, -18.132, 2.370], [9.875, -16.944, 1.488], [9.103, -15.844, 1.283], [9.837, -14.954, 0.456], [11.097, -15.582, 0.269], [11.135, -16.766, 0.889], [9.618, -19.410, 1.599], [8.710, -20.418, 1.458], [9.352, -21.502, 0.816], [10.679, -21.046, 0.565], [10.848, -19.784, 1.044], [10.591, -17.864, 6.962], [12.665, -19.110, 5.558], [8.777, -17.250, 5.084], [8.220, -18.007, 2.632], [8.098, -15.747, 1.699], [9.529, -13.966, 0.124], [11.973, -15.283, -0.279], [7.691, -20.323, 1.812], [8.878, -22.445, 0.576], [11.512, -21.491, 0.065], [15.876, -17.929, 2.811], [16.149, -16.215, 3.090], [17.470, -15.769, 3.084], [17.791, -14.416, 3.189], [19.125, -14.035, 3.077], [20.236, -13.700, 3.017], [16.765, -13.491, 3.328], [15.437, -13.930, 3.460], [15.070, -15.266, 3.325], [13.383, -15.698, 3.292], [17.006, -12.114, 3.313], [17.155, -10.950, 3.280], [18.319, -16.457, 2.936], [14.643, -13.218, 3.642], [11.329, -19.033, -5.652], [10.688, -18.371, -4.597], [11.144, -18.531, -3.295], [12.338, -19.197, -3.031], [12.959, -19.890, -4.070], [12.439, -19.818, -5.379], [13.058, -19.073, -1.346], [14.339, -20.371, -1.275], [13.963, -21.688, -1.659], [14.833, -22.740, -1.434], [16.107, -22.520, -0.878], [16.468, -21.215, -0.554], [15.602, -20.133, -0.760], [13.975, -17.514, -1.372], [14.558, -17.027, -2.541], [15.294, -15.855, -2.529], [15.473, -15.214, -1.317], [14.888, -15.698, -0.144], [14.185, -16.885, -0.126], [10.947, -18.939, -6.664], [9.823, -17.748, -4.729], [10.605, -18.085, -2.455], [13.854, -20.493, -3.884], [12.902, -20.354, -6.212], [12.961, -21.812, -2.094], [14.528, -23.759, -1.666], [16.778, -23.359, -0.732], [17.467, -21.027, -0.169], [15.923, -19.128, -0.473], [14.404, -17.587, -3.470], [15.763, -15.482, -3.430], [16.028, -14.282, -1.245], [14.953, -15.119, 0.777], [13.723, -20.740, 2.487], [13.525, -21.893, 2.480], [13.268, -23.175, 2.647], [13.708, -24.246, 1.762], [12.560, -25.203, 1.455], [11.889, -25.721, 2.730], [11.445, -24.564, 3.658], [12.577, -23.536, 3.881], [14.490, -24.774, 2.340], [14.179, -23.787, 0.880], [13.035, -26.039, 0.922], [11.861, -24.737, 0.746], [12.626, -26.360, 3.263], [11.031, -26.382, 2.493], [11.193, -24.966, 4.642], [10.550, -24.054, 3.232], [13.378, -23.962, 4.534], [12.223, -22.593, 4.333]],
  "forces_ev_per_angstrom": [[0.128, 1.605, -0.563], [-0.805, 0.616, -0.200], [-1.110, -0.031, -1.638], [-1.075, 0.939, 0.835], [1.137, -0.417, 3.273], [1.856, -0.832, -0.318], [0.451, 0.274, -0.396], [0.574, 1.550, -0.408], [1.537, 0.370, -1.276], [-0.128, -0.557, 0.762], [-1.192, -0.622, 0.726], [-1.743, -0.047, 0.698], [0.762, -2.393, -1.277], [1.578, -0.583, -0.536], [-0.135, 1.137, 0.388], [-1.261, 1.956, 1.251], [-1.866, -0.847, 0.368], [0.129, -0.216, -0.659], [-0.153, 0.128, -0.111], [-0.045, -0.121, -0.382], [0.297, 0.124, -0.134], [0.485, -0.201, -0.207], [0.092, -0.393, 0.043], [0.037, 0.245, -0.034], [0.229, 0.052, -0.022], [0.191, 0.089, -0.090], [0.208, -0.350, -0.148], [-0.197, 0.035, 0.068], [-0.641, 0.145, 0.121], [0.330, -0.196, -0.098], [-1.329, -0.884, -0.165], [2.792, 1.089, -0.038], [-1.232, -0.457, 0.005], [-1.021, -0.941, 0.368], [0.060, -0.092, 0.000], [1.382, -0.822, -0.540], [-0.093, -0.477, -0.251], [0.543, 3.997, 0.003], [-0.279, -2.607, 0.096], [-0.779, 0.194, 0.075], [0.116, 0.180, -0.149], [-0.271, 0.363, 0.465], [0.267, -0.543, 0.257], [0.099, 0.491, 0.242], [0.585, -0.616, -0.136], [-0.070, 0.005, -0.879], [0.215, -0.157, 0.230], [-0.620, -0.118, 0.434], [-0.405, -0.375, -0.885], [0.052, 0.748, 0.574], [0.187, -0.182, 0.064], [-0.739, 0.484, -0.255], [0.355, -0.127, -0.114], [0.332, -0.388, 0.341], [0.719, -0.117, 0.144], [-0.415, -0.242, -0.422], [0.279, -0.273, 0.095], [-0.260, 0.616, 0.624], [0.340, 0.406, 0.118], [-0.918, -0.932, 0.029], [0.088, -0.020, 0.085], [-0.312, 0.051, -0.362], [0.154, 0.052, -0.272], [-0.289, 0.365, -0.097], [0.023, 0.096, 0.421], [0.522, -0.263, 0.244], [0.028, 0.121, -0.127], [0.021, 0.149, 0.067], [-0.161, 0.029, 0.063], [-0.159, -0.288, -0.126], [0.089, 0.302, 0.205], [-0.045, 0.027, -0.030], [0.011, -0.065, -0.185], [0.280, -0.075, -0.220], [0.034, -1.832, -0.254], [0.440, 1.476, 0.049], [-0.864, 0.515, -0.383], [0.407, 0.360, 0.626], [0.479, -0.220, -0.548], [0.052, -0.020, 0.271], [0.085, 0.314, -0.409], [0.438, -0.300, 0.402], [-0.079, -0.164, -0.416], [-0.311, -0.307, 0.251], [-0.305, 0.016, 0.019], [0.003, -0.001, 0.352], [-0.311, 0.333, -0.158], [0.401, 0.418, 0.078], [-0.220, 0.049, -0.067], [0.621, -0.282, 0.279], [-0.690, 0.063, -0.021], [0.010, -0.580, -0.106]],
  "mulliken_charge": [2.252, -0.969, -0.428, -0.091, 0.128, -0.276, 0.107, -0.490, -0.172, -1.379, -0.499, 1.092, -0.360, -0.243, -1.517, -0.245, 0.734, 0.370, 0.487, 0.405, -0.226, 0.398, 0.365, 0.444, 0.429, 0.446, 0.531, -0.553, 0.760, -0.990, 0.669, -0.083, -0.587, 0.462, -0.705, -0.034, -0.450, -0.128, -0.598, 0.415, 0.477, -0.538, -0.512, -0.565, 0.150, -0.024, -0.646, 0.946, 0.770, -0.501, -1.060, -0.560, -0.735, -0.639, 0.781, -0.405, -0.832, -0.706, -0.242, -0.616, 0.359, 0.424, 0.325, 0.336, 0.367, 0.506, 0.429, 0.410, 0.425, 0.338, 0.341, 0.378, 0.396, 0.310, -0.634, 0.051, 0.259, -0.133, -0.467, -0.742, -0.516, -0.831, 0.356, -0.308, 0.331, 0.300, 0.305, 0.320, 0.344, 0.281, 0.308, 0.418],
  "charge": -1,
  "relative_energy_kcal_mol": 0.0
}